# 1
Molecular formula: C25H41BrCdN2P2
Method: DFT, ωB97M-V with the def2-TZVPD basis set

Values from the calculation:
Total charge = +2
Energy = -122731.33029 eV
Energy relative to the best compared isomer or geometry (same formula, charge and spin) = 43.1 kcal per mole
Orbital gap (alpha / beta) = 3.14 / 3.13 eV
HOMO level (alpha / beta) = -12.5 / -12.5 eV
2S+1 = 1

Geometry (Å):
C -0.4635 6.1348 -5.9969
C -0.5196 -3.0811 -3.6305
H 2.8891 0.1403 0.2051
H 5.3470 0.2671 -0.2991
C 3.5060 -0.2813 -3.9981
H -3.9655 -4.3126 -2.3118
H 0.5299 3.5769 -2.4678
H 3.3888 -0.4418 -5.0796
H -2.0545 -1.9860 -6.7400
H 0.8175 0.7511 0.5572
H -0.8777 -4.7381 -4.9670
H -2.1166 -2.7340 -1.4390
N 1.5057 0.3702 1.2184
H -0.4996 8.2881 -6.3242
H 1.6214 1.0100 2.0071
H 2.3414 -2.0999 -3.8823
C -2.7861 2.9621 -3.0964
C -2.4061 -1.1471 -4.7600
H 2.5900 -2.4202 0.3866
H -3.0877 -1.3870 -2.0374
C -2.8691 -1.5060 -6.1837
C 4.7468 -0.5637 -0.6879
H 0.0792 -2.3992 -4.2500
H -1.3732 6.1226 -9.7005
C -0.9041 2.8203 -1.0173
H -3.1297 -0.5149 -4.2229
C 3.3807 -3.8183 -1.0929
H 1.3529 -3.2152 -0.6304
H 5.1935 -0.8932 -1.6364
H -4.4534 -3.3116 -0.9411
C -1.1066 6.1108 -8.6489
H 3.2787 0.8739 -1.3995
C 3.3188 -0.0660 -0.8208
H 3.8844 -2.2129 -3.0552
C -0.6705 3.6178 -5.8712
C -0.6264 7.2984 -6.7663
H 3.4577 -4.5820 -0.3069
C -2.0732 2.0219 -1.0055
Br -1.8140 0.1997 -0.5626
C -0.9567 4.8862 -7.9855
Cd -0.8606 1.3089 -5.8112
H -1.4008 -0.6715 -4.6991
H -3.1764 -0.6223 -6.7471
H 3.0603 -4.3307 -2.0127
C -1.4108 3.2125 -3.3377
H -4.1637 2.1494 -1.6397
C -0.5009 3.2843 -2.2593
H -4.9600 -2.8625 -2.5699
P 2.1304 -1.2082 -1.6606
H 1.2062 -0.5473 1.5410
C 2.3645 -2.7673 -0.6379
H -0.2232 6.2287 -4.9366
H -3.7110 -2.2175 -6.1753
C -2.8841 -2.4570 -2.1765
C -3.1335 2.3806 -1.8835
H -0.7552 -5.2112 -3.2686
H 4.3906 -3.4130 -1.2515
C -4.1408 -3.2865 -1.9859
C -0.9448 3.1512 -4.7071
H -1.1268 3.9596 -8.5234
H 0.7115 -4.8052 -4.1898
H -0.3333 2.9820 -0.1121
P -2.2920 -2.7175 -3.8901
H 4.5660 -0.0620 -3.7884
C 3.0438 -1.5378 -3.2501
H 2.9131 0.6045 -3.7247
C -0.6559 4.8687 -6.6135
N -0.9468 7.2892 -8.0600
H -3.4834 3.1213 -3.9270
C -0.3387 -4.5448 -4.0321
H 4.8340 -1.3772 0.0447
H -0.2290 -2.8879 -2.5862

Atomic forces in eV per Å
0.0 -0.4 0.2
0.2 -0.1 -0.2
0.7 -0.2 -1.7
0.1 -0.2 -0.1
0.0 0.0 -0.1
-0.2 0.0 0.0
-0.3 0.1 0.4
0.2 0.1 0.2
-0.2 0.0 0.1
0.4 -0.4 0.6
0.2 -0.1 0.1
-0.1 0.0 -0.3
-1.2 0.6 0.9
0.0 -0.4 0.1
-0.3 -0.4 -0.2
0.2 0.0 0.1
0.0 -0.4 0.4
-1.2 0.5 -0.7
-0.1 -0.1 -0.4
-0.1 -0.4 -0.1
0.3 0.3 -0.4
0.4 0.2 0.0
0.0 -0.2 0.0
0.0 0.0 0.1
0.0 0.2 -0.3
0.1 0.0 -0.2
0.1 -0.2 0.2
0.5 0.0 0.3
0.0 0.1 0.3
0.0 0.0 0.0
0.1 -0.4 0.2
0.1 -0.2 0.2
-0.1 -0.1 0.2
-0.1 0.2 -0.1
-0.8 -0.8 3.0
0.0 -0.5 0.1
0.0 0.1 -0.3
0.3 0.1 -1.2
-0.5 1.1 1.0
-0.1 0.1 0.2
-0.2 -1.8 -0.5
0.8 0.4 -0.1
-0.1 0.1 -0.1
0.1 0.2 0.2
0.5 -1.0 -1.5
0.1 -0.4 -0.2
-0.1 -0.2 0.1
0.0 -0.2 0.0
0.6 0.4 0.2
-0.1 0.4 0.1
-0.5 0.2 -0.4
0.0 -0.1 -0.3
0.3 0.4 0.1
-0.1 0.3 0.1
0.2 0.1 -0.3
0.1 0.1 -0.1
-0.4 -0.1 0.1
-0.4 -0.1 0.3
0.0 4.3 0.0
0.1 0.1 0.0
-0.1 0.0 0.2
0.4 -0.6 -0.2
0.5 -0.5 1.4
-0.5 0.0 -0.1
-0.3 -0.5 0.1
0.1 -0.1 0.0
0.0 0.9 -1.6
0.1 -0.2 0.2
0.0 -0.1 0.6
0.3 -0.3 -0.2
-0.1 0.1 -0.2
-0.1 0.0 -0.4

Atom charges from the Mulliken analysis, given in e for atoms 1 to 5: -0.443 0.659 0.569 0.419 -1.259

=====

# 2
Molecular formula: C25H41BrN2P2Ti
Method: DFT, ωB97M-V with the def2-TZVPD basis set

Values from the calculation:
Total charge = +2
Energy = -141287.81132 eV
Energy relative to the best compared isomer or geometry (same formula, charge and spin) = 0.0 kcal per mole
Orbital gap (alpha / beta) = 6.39 / 7.75 eV
HOMO level (alpha / beta) = -13.1 / -14.4 eV
Expectation value of S² = 2.03
2S+1 = 3

Geometry (Å):
H -1.0496 -4.0036 -1.5161
H 3.9351 -1.6477 0.2805
C -3.1406 -2.8080 -2.8467
H 0.7680 3.6080 2.3266
C -1.8582 -0.0123 -0.0973
H 3.7931 0.5919 -0.7880
H 0.1097 -1.8248 -0.9906
H -2.5911 2.7030 1.7665
N 0.7544 2.6446 2.7246
N -0.7235 6.6361 -4.1412
H 0.4627 -4.1393 -0.5793
H -2.6515 -0.7832 -2.4771
H 0.0451 2.6124 3.4652
H -0.2203 -2.0499 0.7351
C -0.5403 -2.3480 -0.2792
H -3.1087 -1.9271 1.8244
C 2.9152 -3.5127 1.9954
H -3.4871 -2.4626 -3.8235
C -0.2380 4.3561 -0.6313
C -0.3742 7.1846 -2.9950
H 3.5294 -0.6348 -2.0116
C -0.3178 5.0260 -1.8841
C 2.9629 -1.2704 -0.0617
H -4.8877 -3.4766 1.6139
H 0.2203 6.8919 -0.9568
H 2.6162 -3.9887 1.0540
C -3.0227 -2.6305 0.9928
C 4.8268 -0.6236 2.4489
H -1.1007 -4.3703 0.2300
H 4.7807 -1.6508 2.8127
H 0.9447 -2.6922 2.3236
H -2.3708 -3.4344 1.3646
H 2.1616 0.2641 -1.3757
H -5.0146 -2.6503 0.0372
H 0.8014 1.8944 -0.9497
H -2.1328 -3.2211 -2.9792
H -3.8040 -3.6182 -2.5250
C -0.6127 4.4575 -3.1829
C -0.1174 6.4185 -1.8662
H -0.3481 -0.1548 -1.7176
H -3.7251 0.5547 0.9235
H -0.2880 8.2607 -2.9430
Ti 0.1968 1.2061 1.3393
H 1.6730 2.3955 3.0830
C 1.9907 -2.3602 2.3932
H 3.5706 1.0726 2.0065
C -0.1919 1.6469 -0.5521
H -0.6524 3.3809 -3.3618
H 2.1657 -2.0799 3.4448
Br -1.1150 -0.4486 2.8488
H 5.3244 -0.6160 1.4759
C -2.6919 0.8579 0.6107
H 2.4139 -2.1317 -0.4731
H 2.8524 -4.2816 2.7720
P -2.2277 -1.7215 -0.3276
C -0.7637 0.4326 -0.8871
C -0.2130 3.8339 0.5305
C -2.0535 2.0505 1.0541
H -1.1319 4.9336 -5.2486
C -0.9366 2.5315 0.3249
H -4.1511 -1.2490 -1.6985
C -4.3705 -3.2805 0.6669
C -0.5766 -3.8146 -0.5483
H 3.0938 0.1787 3.4425
H 3.9713 -3.2406 1.9158
C -0.8435 5.3208 -4.2628
C 3.4678 0.0596 2.4171
P 2.0899 -0.7292 1.4621
C -3.1258 -1.6063 -1.9155
H -4.2494 -4.2452 0.1496
H 5.4696 -0.0709 3.1441
C 3.1127 -0.1942 -1.1074

Atomic forces in eV per Å
0.2 -0.3 0.2
-0.2 0.0 -0.3
0.0 -0.5 -0.2
0.1 -0.8 0.5
-0.5 0.7 -1.5
0.0 0.1 0.0
-0.2 -0.3 0.2
0.6 -0.3 -0.5
0.1 0.9 0.6
-0.5 0.5 -0.8
-0.1 -0.5 -0.1
0.0 -0.2 0.5
0.5 0.1 0.1
-0.1 -0.3 -0.3
-0.3 0.4 -0.5
-0.1 0.0 -0.1
0.1 -0.2 -0.1
0.0 -0.2 0.1
0.6 -0.2 2.0
0.4 -0.7 0.2
0.0 0.1 -0.1
0.0 0.7 -1.9
-0.3 -0.3 0.2
0.0 0.0 -0.3
-0.2 0.1 0.1
0.1 0.2 0.1
-0.8 -0.3 0.6
0.3 0.1 0.2
0.2 -0.1 -0.2
0.0 0.2 0.0
0.3 0.0 0.3
0.2 0.6 -0.2
-0.1 0.0 0.0
0.1 -0.1 0.3
-0.7 0.6 -0.3
-0.3 0.1 -0.1
0.2 0.2 0.0
0.1 0.0 1.0
-0.3 -0.2 0.6
0.0 0.2 0.8
1.3 0.3 0.1
0.1 0.1 -0.1
1.4 -4.5 4.0
-0.1 0.3 0.5
-0.7 0.4 0.1
0.1 0.0 0.1
-0.4 0.5 -2.7
-0.2 0.3 0.3
-0.2 -0.1 -0.3
0.7 0.2 0.7
-0.1 0.0 0.1
0.4 0.6 1.0
0.1 0.2 0.1
0.0 0.1 -0.1
0.4 0.0 -0.7
-0.8 -0.4 0.7
-1.4 1.0 -4.0
-1.8 0.9 -1.6
0.2 0.1 0.5
-0.3 1.3 0.3
0.4 -0.2 0.1
-0.4 -0.1 -0.2
0.7 -0.8 -0.1
0.0 0.0 -0.1
-0.3 0.0 0.0
0.4 -0.4 0.9
-0.3 0.5 -0.1
1.4 -0.8 0.2
-0.1 -0.1 -0.4
0.0 0.4 0.2
0.0 -0.1 -0.2
0.3 0.0 -0.3

Atom charges from the Mulliken analysis, given in e for atoms 1 to 5: 0.250 0.604 -1.341 0.293 0.701

=====

# 3
Molecular formula: C25H41Cl3GdN3O3SSi
Method: DFT, ωB97M-V with the def2-TZVPD basis set

Values from the calculation:
Energy = -114324.76760 eV
Energy relative to the best compared isomer or geometry (same formula, charge and spin) = 0.0 kcal per mole
Orbital gap (alpha / beta) = 7.77 / 6.20 eV
HOMO level (alpha / beta) = -8.1 / -8.0 eV
Expectation value of S² = 16.03
2S+1 = 8

Geometry (Å):
H -2.9968 -5.5022 2.4138
C -0.8734 4.8410 -5.3806
H 1.4565 5.1708 -3.1366
C 1.3716 4.2098 -3.6678
H -0.7988 -6.4526 3.0868
C -1.5174 -2.3807 -3.2044
H 2.4600 -4.0836 -1.2581
C 2.8541 -1.3695 0.0614
H -0.2677 -4.4671 -4.4288
H -0.1239 4.7025 -6.1692
H -2.7545 0.8589 5.4720
S 0.4935 -1.1803 2.7471
H -1.0061 -5.9268 -3.7438
Cl -0.8744 1.7232 -4.1162
C -1.1437 -2.6204 -0.7253
Si -0.4548 3.7829 -3.8580
H 1.2877 -5.4940 2.1263
C -0.9842 -3.5630 0.4861
C 2.4646 -1.4040 -2.3556
C -0.7784 1.6573 5.9619
H -0.9209 -1.4577 -3.2568
H 3.9542 -3.5712 -2.0522
H -1.2481 3.2722 1.1464
H 1.4311 -1.7146 -2.5665
C 0.3269 -5.0935 1.8291
H 0.7184 -5.6728 -3.5673
Cl -2.5126 0.6005 0.9042
Cl 0.9202 1.8100 -1.5669
O 2.3160 -0.2515 0.2331
H -1.4906 -2.8911 -4.1766
H -2.6637 4.2914 -2.8714
H 1.9391 3.4610 -3.1025
H 1.6441 3.5857 3.2278
H 1.6814 5.3503 2.8929
C -0.2499 -5.1459 -3.5634
H 2.5002 -0.3092 -2.2833
Gd 0.0234 0.4116 0.2982
H -1.5508 3.6499 -1.6075
N -0.1127 4.3694 2.4490
C 0.5757 1.6271 5.5848
C -0.4852 -4.4740 -2.2495
C 0.2639 -4.0481 0.8953
H -0.5373 6.3686 1.8698
H -0.8314 5.8964 -5.0743
N -1.2594 0.0951 4.2455
H 0.7757 4.7165 4.3083
H -1.8891 5.2195 1.7841
H -1.3498 5.8254 3.3593
C -1.0400 -3.2629 -2.0947
H 1.3036 2.2635 6.0816
H 3.0991 -1.7905 -3.1619
H -2.1577 -2.1878 -0.6626
H 3.8757 -3.6709 -0.2477
C -1.6878 0.8998 5.2631
H -2.5566 -2.0722 -3.0262
C 0.0727 -0.0375 3.9013
H -1.9302 -0.4329 3.6949
C -2.0715 -5.1083 1.9969
C 3.3269 -3.4105 -1.1687
H -0.1960 -5.0794 -1.3811
C -1.0164 5.5156 2.3646
O 0.4530 2.2615 1.7395
H -3.1027 -3.6461 0.7702
N 2.9090 -2.0141 -1.1095
C 1.0763 4.5177 3.2740
H -1.8759 4.6493 -5.7853
O -0.2699 -1.5545 -0.7303
H -1.3581 5.3362 -2.1680
C 1.0014 0.7709 4.5729
H 1.1856 -3.6388 0.4651
C -2.1378 -4.0589 1.0828
C -0.3220 3.2641 1.7402
H 3.3475 -1.8939 0.9088
H -1.1114 2.2816 6.7883
C -1.6303 4.3121 -2.4794
C -0.8406 -5.6416 2.3709
H 2.0395 0.6802 4.2612
H 1.8321 4.3254 -4.6618

Atomic forces in eV per Å
0.2 0.0 0.0
-0.3 -0.4 0.1
0.0 -0.2 -0.2
0.2 -0.4 0.2
0.1 0.0 0.0
0.0 0.1 -0.4
0.1 0.3 0.0
-0.5 0.6 -0.2
0.0 -0.2 0.4
-0.2 0.0 0.1
0.3 0.1 0.0
0.0 -0.3 -0.1
0.1 0.2 0.0
0.0 0.7 -0.6
-0.7 0.5 0.8
-0.1 0.3 -0.3
0.1 0.0 0.0
0.2 0.1 -0.9
-0.5 -0.1 -0.1
-0.6 0.1 0.0
-0.1 -0.2 0.0
0.1 0.1 0.3
0.1 -0.1 0.1
0.2 0.2 0.1
-0.2 0.3 -0.2
-0.2 0.2 0.0
-0.3 0.2 0.2
0.2 0.7 -0.2
1.0 -1.3 -0.2
0.0 0.3 0.3
0.4 0.1 0.3
-0.2 0.3 -0.2
-0.1 0.2 0.0
-0.1 -0.2 0.2
0.1 -0.5 -0.5
0.0 -0.4 0.0
-0.1 -2.1 -0.2
-0.1 0.1 -0.3
0.0 0.2 0.0
0.6 -0.8 -0.9
-0.2 0.3 -0.1
-0.2 -0.4 0.3
0.0 -0.2 0.1
0.0 -0.2 0.0
0.7 0.7 0.7
0.1 0.0 -0.1
0.0 0.1 0.0
0.1 -0.1 -0.1
0.5 -1.0 0.5
-0.2 -0.1 0.0
0.0 0.3 0.2
-0.2 -0.3 0.1
-0.2 0.1 -0.4
0.5 -0.3 -0.3
0.2 0.0 0.0
-0.9 -0.5 -0.3
0.1 0.0 -0.1
-0.1 0.2 0.1
0.0 -0.1 0.2
-0.2 0.4 -0.2
0.0 -0.3 -0.2
-1.3 2.1 0.5
0.3 -0.2 0.1
0.4 0.0 0.5
0.0 -0.1 -0.1
0.2 0.1 0.0
1.2 1.0 0.5
-0.3 -0.3 -0.1
-0.2 1.0 1.1
-0.5 -0.1 0.1
0.0 -0.2 -0.2
1.0 -1.3 0.0
-0.3 0.1 -0.4
0.0 -0.2 -0.3
0.3 0.1 0.0
0.0 0.5 -0.3
-0.3 0.1 0.1
-0.2 0.0 0.3

Atom charges from the Mulliken analysis, given in e for atoms 1 to 5: 0.381 -1.057 0.292 -0.874 0.388